A single C7H14 molecule. Source: the Open Molecules 2025 dataset; level of theory: ωB97M-V/def2-TZVPD.

Bonds (Å) are listed after each position.
Cartesian coordinates (Å):
1 C 1.8161 1.1016 0.4403  C2 1.515, H8 1.097, H9 1.095, H10 1.094
2 C 0.7644 0.6855 -0.5677  C1 1.515, C3 1.518, C5 1.510, H11 1.090
3 C 0.2676 -0.7290 -0.8068  C2 1.518, C4 1.512, C5 1.506, H12 1.090
4 C 0.6699 -1.9935 -0.0819  C3 1.512, H13 1.094, H14 1.098, H15 1.094
5 C -0.6328 0.2874 -0.1561  C2 1.510, C3 1.506, C6 1.516, C7 1.513
6 C -0.9281 0.1484 1.3247  C5 1.516, H16 1.097, H17 1.097, H18 1.094
7 C -1.8194 0.7589 -0.9677  C5 1.513, H19 1.096, H20 1.098, H21 1.096
8 H 1.5082 2.0206 0.9553  C1 1.097
9 H 2.7702 1.3112 -0.0548  C1 1.095
10 H 2.0073 0.3442 1.2069  C1 1.094
11 H 0.8076 1.2808 -1.4796  C2 1.090
12 H 0.0294 -0.9222 -1.8528  C3 1.090
13 H 1.2880 -2.6358 -0.7164  C4 1.094
14 H -0.2329 -2.5643 0.1726  C4 1.098
15 H 1.2173 -1.8198 0.8490  C4 1.094
16 H -1.7420 -0.5673 1.4943  C6 1.097
17 H -1.2375 1.1129 1.7457  C6 1.097
18 H -0.0619 -0.1966 1.8959  C6 1.094
19 H -1.5524 0.8845 -2.0232  C7 1.096
20 H -2.6268 0.0164 -0.9158  C7 1.098
21 H -2.2183 1.7117 -0.6000  C7 1.096

Output
gap between HOMO and LUMO	10.5	eV
F_max	0.004	hartree/bohr
ΔE to the lowest compared entry with this formula, charge and spin	17.75	kcal per mole
HOMO energy	-9.42	eV
molecular weight	98.19	g mol⁻¹


A 11-piece molecular cluster, C37H89N7O15 overall in a non-equilibrium geometry. Source: the Open Molecules 2025 dataset; level of theory: ωB97M-V/def2-TZVPD.

Bonds (Å) are listed after each position.
Cartesian coordinates (Å):
1 C -1.4500 0.3886 -23.2555  O2 1.419, H7 1.092, H8 1.091, H9 1.098
2 O -2.1534 -0.7470 -23.7348  C1 1.419, C3 1.397
3 C -2.1641 -1.7823 -22.7972  O2 1.397, C4 1.503, H10 1.101, H11 1.102
4 C -2.7576 -3.0250 -23.3998  C3 1.503, O5 1.401, H12 1.104, H13 1.098
5 O -4.1423 -2.9107 -23.5809  C4 1.401, C6 1.405
6 C -4.6569 -3.7668 -24.5695  O5 1.405, H14 1.088, H15 1.098, H16 1.099
7 H -1.5891 1.2226 -23.9466  C1 1.092
8 H -0.3783 0.2013 -23.1755  C1 1.091
9 H -1.8763 0.7083 -22.2953  C1 1.098
10 H -2.7167 -1.5103 -21.8849  C3 1.101
11 H -1.1433 -2.0553 -22.4853  C3 1.102
12 H -2.5172 -3.8562 -22.7136  C4 1.104
13 H -2.2345 -3.2734 -24.3323  C4 1.098
14 H -5.6762 -4.0434 -24.3072  C6 1.088
15 H -4.0771 -4.6907 -24.6917  C6 1.098
16 H -4.6449 -3.2917 -25.5604  C6 1.099
17 C -2.3703 8.8583 -21.9482  O18 1.407, H23 1.089, H24 1.093, H25 1.102
18 O -2.1382 7.5028 -22.2432  C17 1.407, C19 1.402
19 C -2.1894 7.2246 -23.6165  O18 1.402, C20 1.512, H26 1.104, H27 1.103
20 C -2.1031 5.7288 -23.8162  C19 1.512, O21 1.410, H28 1.095, H29 1.101
21 O -3.2480 5.1391 -23.2435  C20 1.410, C22 1.406
22 C -3.4690 3.8196 -23.6758  O21 1.406, H30 1.099, H31 1.086, H32 1.099
23 H -1.8770 9.1669 -21.0277  C17 1.089
24 H -3.4370 9.0955 -21.9766  C17 1.093
25 H -1.8753 9.5268 -22.6715  C17 1.102
26 H -1.3646 7.7278 -24.1511  C19 1.104
27 H -3.1239 7.6080 -24.0592  C19 1.103
28 H -1.1625 5.3677 -23.3879  C20 1.095
29 H -2.1324 5.5759 -24.9058  C20 1.101
30 H -3.3278 3.7197 -24.7607  C22 1.099
31 H -4.4734 3.5176 -23.3924  C22 1.086
32 H -2.7628 3.1036 -23.2321  C22 1.099
33 C -3.7536 -0.2969 -26.3249  O34 1.420, H39 1.087, H40 1.092, H41 1.098
34 O -4.2414 0.5592 -27.3480  C33 1.420, C35 1.396
35 C -3.3437 1.5914 -27.6258  O34 1.396, C36 1.509, H42 1.104, H43 1.102
36 C -3.9006 2.4536 -28.7321  C35 1.509, O37 1.407, H44 1.091, H45 1.101
37 O -5.2026 2.9473 -28.5271  C36 1.407, C38 1.388
38 C -5.3011 3.8605 -27.4859  O37 1.388, H46 1.101, H47 1.095, H48 1.094
39 H -4.4491 -1.1037 -26.1066  C33 1.087
40 H -3.5895 0.2850 -25.4158  C33 1.092
41 H -2.8164 -0.7495 -26.6738  C33 1.098
42 H -2.3779 1.2096 -28.0016  C35 1.104
43 H -3.1004 2.1667 -26.7179  C35 1.102
44 H -3.9162 1.8611 -29.6484  C36 1.091
45 H -3.1842 3.2737 -28.8936  C36 1.101
46 H -5.2957 3.3895 -26.4911  C38 1.101
47 H -6.3060 4.2926 -27.5432  C38 1.095
48 H -4.5431 4.6476 -27.5304  C38 1.094
49 C 0.4057 7.5520 -19.3861  O50 1.403, H55 1.099, H56 1.094, H57 1.094
50 O 1.1113 7.6047 -18.1741  C49 1.403, C51 1.411
51 C 1.1229 6.4100 -17.4226  O50 1.411, C52 1.513, H58 1.099, H59 1.097
52 C 1.1936 5.1282 -18.2235  C51 1.513, O53 1.400, H60 1.098, H61 1.099
53 O 2.3238 5.0115 -19.0416  C52 1.400, C54 1.416
54 C 3.4369 4.4392 -18.3788  O53 1.416, H62 1.092, H63 1.094, H64 1.090
55 H -0.6577 7.3265 -19.2264  C49 1.099
56 H 0.9431 6.8841 -20.0653  C49 1.094
57 H 0.3403 8.5126 -19.9066  C49 1.094
58 H 0.2874 6.3436 -16.7121  C51 1.099
59 H 2.0311 6.5103 -16.8157  C51 1.097
60 H 0.3199 5.0984 -18.8878  C52 1.098
61 H 1.0185 4.2625 -17.5687  C52 1.099
62 H 3.2753 3.3822 -18.1582  C54 1.092
63 H 3.6800 5.0401 -17.4978  C54 1.094
64 H 4.2874 4.5139 -19.0559  C54 1.090
65 C -6.6215 4.9973 -21.6786  C66 1.518, H70 1.087, H71 1.091, H72 1.091
66 C -6.9697 5.4349 -23.0896  C65 1.518, O67 1.218, N68 1.359
67 O -8.1150 5.3681 -23.4997  C66 1.218
68 N -5.9678 5.9951 -23.8168  C66 1.359, C69 1.428, H73 1.013
69 C -6.2225 6.5024 -25.1266  N68 1.428, H74 1.089, H75 1.098, H76 1.095
70 H -7.1277 4.0763 -21.4023  C65 1.087
71 H -7.0129 5.7853 -21.0334  C65 1.091
72 H -5.5467 4.8671 -21.5449  C65 1.091
73 H -4.9910 5.9649 -23.5507  N68 1.013
74 H -7.1003 6.0736 -25.6074  C69 1.089
75 H -5.3938 6.2496 -25.8016  C69 1.098
76 H -6.3680 7.5861 -25.1843  C69 1.095
77 C -1.1227 6.2845 -27.7564  C78 1.504, H82 1.094, H83 1.087, H84 1.092
78 C -0.2746 5.2675 -27.0424  C77 1.504, O79 1.214, N80 1.369
79 O -0.4699 4.0722 -27.1297  C78 1.214
80 N 0.7822 5.7370 -26.3099  C78 1.369, C81 1.440, H85 1.009
81 C 1.3510 7.0593 -26.2692  N80 1.440, H86 1.092, H87 1.093, H88 1.089
82 H -1.6895 6.9277 -27.0772  C77 1.094
83 H -1.8637 5.8124 -28.3968  C77 1.087
84 H -0.5256 6.9128 -28.4211  C77 1.092
85 H 1.3019 4.9970 -25.8633  N80 1.009
86 H 2.3436 7.0869 -26.7241  C81 1.092
87 H 1.4163 7.4378 -25.2454  C81 1.093
88 H 0.7348 7.7811 -26.8031  C81 1.089
89 C -4.3875 14.9217 -23.5397  C90 1.516, H94 1.086, H95 1.086, H96 1.097
90 C -4.3266 14.0411 -22.3068  C89 1.516, O91 1.219, N92 1.347
91 O -5.3381 13.6054 -21.7837  C90 1.219
92 N -3.0940 13.8012 -21.8206  C90 1.347, C93 1.447, H97 1.004
93 C -2.8456 12.7622 -20.8446  N92 1.447, H98 1.082, H99 1.095, H100 1.091
94 H -4.4436 15.9660 -23.2477  C89 1.086
95 H -5.1868 14.5822 -24.1912  C89 1.086
96 H -3.4814 14.7649 -24.1377  C89 1.097
97 H -2.2955 14.1811 -22.2958  N92 1.004
98 H -1.7965 12.5465 -20.6939  C93 1.082
99 H -3.3112 11.8324 -21.1881  C93 1.095
100 H -3.3411 13.0171 -19.9066  C93 1.091
101 C -5.0059 0.5603 -22.3786  C102 1.506, H106 1.093, H107 1.090, H108 1.084
102 C -6.2235 0.7471 -21.5124  C101 1.506, O103 1.227, N104 1.357
103 O -6.1764 1.4980 -20.5435  C102 1.227
104 N -7.3784 0.1371 -21.8803  C102 1.357, C105 1.455, H109 1.006
105 C -7.6141 -0.5977 -23.1138  N104 1.455, H110 1.093, H111 1.089, H112 1.086
106 H -5.0496 1.3550 -23.1284  C101 1.093
107 H -4.9614 -0.3906 -22.9098  C101 1.090
108 H -4.1230 0.6788 -21.7602  C101 1.084
109 H -8.1242 0.2080 -21.2085  N104 1.006
110 H -6.8581 -1.3782 -23.2326  C105 1.093
111 H -7.5946 0.0578 -23.9829  C105 1.089
112 H -8.5697 -1.1062 -23.0315  C105 1.086
113 C 0.1795 12.5337 -24.1821  C114 1.510, H118 1.098, H119 1.085, H120 1.088
114 C 0.3130 11.3618 -23.2399  C113 1.510, O115 1.221, N116 1.351
115 O -0.2239 11.3426 -22.1438  C114 1.221
116 N 1.1209 10.3743 -23.6852  C114 1.351, C117 1.450, H121 1.004
117 C 1.5146 9.2449 -22.8658  N116 1.450, H122 1.090, H123 1.083, H124 1.098
118 H 0.1371 12.1477 -25.2090  C113 1.098
119 H 0.9958 13.2430 -24.0913  C113 1.085
120 H -0.7902 13.0104 -24.0585  C113 1.088
121 H 1.6309 10.4994 -24.5412  N116 1.004
122 H 1.7366 9.5610 -21.8465  C117 1.090
123 H 2.3187 8.6648 -23.3023  C117 1.083
124 H 0.6528 8.5712 -22.7646  C117 1.098
125 C 0.2095 0.7730 -19.2235  C126 1.503, H130 1.085, H131 1.096, H132 1.092
126 C 0.4229 1.5647 -20.4830  C125 1.503, O127 1.217, N128 1.354
127 O 1.0899 1.1330 -21.4049  C126 1.217
128 N -0.0330 2.8399 -20.4557  C126 1.354, C129 1.438, H133 1.005
129 C 0.1794 3.7941 -21.5109  N128 1.438, H134 1.094, H135 1.087, H136 1.098
130 H -0.2528 -0.2038 -19.3232  C125 1.085
131 H -0.3886 1.3148 -18.4823  C125 1.096
132 H 1.2043 0.6598 -18.7888  C125 1.092
133 H -0.6615 3.0934 -19.7139  N128 1.005
134 H -0.7315 4.3802 -21.6675  C129 1.094
135 H 0.4769 3.3586 -22.4615  C129 1.087
136 H 0.9633 4.5265 -21.2773  C129 1.098
137 C -8.1528 12.9640 -23.2633  C138 1.519, H142 1.094, H143 1.083, H144 1.086
138 C -7.5097 11.6639 -23.7127  C137 1.519, O139 1.216, N140 1.355
139 O -7.9705 11.0273 -24.6404  C138 1.216
140 N -6.5203 11.1676 -22.9312  C138 1.355, C141 1.455, H145 1.009
141 C -6.1525 9.7598 -22.9414  N140 1.455, H146 1.087, H147 1.100, H148 1.085
142 H -7.7008 13.7989 -23.8070  C137 1.094
143 H -8.0145 13.1587 -22.2066  C137 1.083
144 H -9.1785 12.8802 -23.6100  C137 1.086
145 H -5.9617 11.7166 -22.2952  N140 1.009
146 H -6.0008 9.4279 -21.9171  C141 1.087
147 H -5.2232 9.6134 -23.5116  C141 1.100
148 H -6.8927 9.1729 -23.4760  C141 1.085

Output
gap between HOMO and LUMO	8.8	eV
F_max	0.029	hartree/bohr
ΔE to the lowest compared entry with this formula, charge and spin	15.03	kcal per mole
HOMO energy	-8.89	eV
molecular weight	872.15	g mol⁻¹


A single C6H6N2S molecule in a non-equilibrium geometry. Source: the Open Molecules 2025 dataset; level of theory: ωB97M-V/def2-TZVPD.

Bonds (Å) are listed after each position.
Cartesian coordinates (Å):
1 C -3.8487 -0.0506 -0.4122  N7 1.164, N8 1.321
2 C 0.7472 -0.3331 -0.7955  C3 1.448, C4 1.354, H10 1.009
3 C 0.1505 -1.5011 -0.1817  C2 1.448, C5 1.346, H11 1.035
4 C 0.3486 0.9440 -0.5906  C2 1.354, C6 1.472, H12 1.113
5 C -0.7820 -1.4495 0.7870  C3 1.346, S9 1.804, H13 0.996
6 C -0.4035 1.3269 0.6153  C4 1.472, S9 1.854, H14 1.110, H15 1.013
7 N -4.9744 -0.0181 -0.7077  C1 1.164
8 N -2.5462 0.1688 -0.3743  C1 1.321, S9 1.624
9 S -1.7137 0.0782 1.0174  C5 1.804, C6 1.854, N8 1.624
10 H 1.3161 -0.6666 -1.5588  C2 1.009
11 H 0.5346 -2.3819 -0.5672  C3 1.035
12 H 0.6368 1.8618 -1.1511  C4 1.113
13 H -1.2272 -2.2963 1.0643  C5 0.996
14 H 0.0258 1.2671 1.6375  C6 1.110
15 H -0.8880 2.1810 0.3678  C6 1.013

Output
gap between HOMO and LUMO (alpha / beta)	7.8 / 7.8	eV
F_max	0.085	hartree/bohr
ΔE to the lowest compared entry with this formula, charge and spin	74.79	kcal per mole
HOMO energy (alpha / beta)	-8.64 / -8.64	eV
molecular weight	138.20	g mol⁻¹


A single C4H9N3O molecule in a non-equilibrium geometry. Source: the Open Molecules 2025 dataset; level of theory: ωB97M-V/def2-TZVPD.

Bonds (Å) are listed after each position.
Cartesian coordinates (Å):
1 C 0.3501 1.9163 -1.5808  H5 1.040, H6 1.149, H7 1.066, N14 1.405
2 C 0.7281 -1.3017 0.0812  N15 1.411, N16 1.367, O17 1.233
3 C -0.9638 -0.0738 1.2958  C4 1.489, H10 1.134, H11 1.100, N16 1.507
4 C -0.9339 -1.4578 1.8437  C3 1.489, H12 1.032, H13 1.108, N16 1.478
5 H 0.7372 2.2323 -2.4926  C1 1.040
6 H -0.7791 2.1301 -1.5679  C1 1.149
7 H 0.8221 2.4522 -0.7891  C1 1.066
8 H -0.5009 0.0296 -1.6792  N14 1.027
9 H 2.1365 -0.1982 -0.7694  N15 1.000
10 H -1.9450 0.4866 1.2038  C3 1.134
11 H -0.1256 0.6229 1.4427  C3 1.100
12 H -0.0850 -1.6808 2.3861  C4 1.032
13 H -1.8662 -2.0497 1.9344  C4 1.108
14 N 0.3927 0.5125 -1.5272  C1 1.405, H8 1.027, N15 1.333
15 N 1.1417 -0.1802 -0.6691  C2 1.411, H9 1.000, N14 1.333
16 N -0.5942 -1.2446 0.4215  C2 1.367, C3 1.507, C4 1.478
17 O 1.4852 -2.1955 0.4661  C2 1.233

Output
gap between HOMO and LUMO	8.9	eV
F_max	0.087	hartree/bohr
ΔE to the lowest compared entry with this formula, charge and spin	82.28	kcal per mole
HOMO energy	-7.94	eV
molecular weight	115.14	g mol⁻¹